No. 1
{"formula": "C4H18NO3S", "method": "ωB97M-V with the def2-TZVPD basis set", "species": ["O", "H", "H", "H", "N", "H", "H", "H", "H", "H", "H", "S", "H", "C", "C", "H", "H", "H", "H", "O", "C", "H", "H", "H", "H", "O", "C"], "positions_angstrom": [[1.65250, 1.78132, -2.01563], [-2.19398, 1.51351, 1.69083], [2.36778, 1.93710, -2.48261], [1.73679, 1.85654, 1.67225], [1.11249, 0.01176, -0.20560], [2.07946, 0.07501, 0.34651], [1.14287, -0.93936, -0.78066], [-0.14105, -0.64171, 1.40186], [-2.12959, -1.59049, 0.21864], [0.31526, 2.63525, 1.53293], [-3.25013, 1.18923, 0.42852], [-2.96838, -0.93779, 1.09725], [-1.32233, 0.17330, -0.95584], [0.64670, 1.53703, 1.66078], [-1.13227, 0.80412, -0.09750], [-0.88731, 1.79825, -0.53340], [3.77999, -0.08055, -1.38035], [1.32937, 0.84969, -0.91472], [3.76934, -1.53832, -0.84046], [0.79125, -2.68901, -1.31986], [-0.01012, 0.41059, 0.78034], [0.37807, 1.37365, 2.73034], [0.34489, -1.98851, -1.77986], [1.03992, 2.43212, -2.27389], [0.15463, -3.43428, -1.22050], [3.55355, -0.57763, -0.66206], [-2.30194, 0.77900, 0.82370]], "charge": 1, "fmax_ev_per_a": 6.911, "de_lowest_kj_mol": 255.4, "homo_lumo_gap_ev": 8.86, "lumo_ha": -0.11452}

No. 2
{"formula": "C4H8ClF", "method": "ωB97M-V with the def2-TZVPD basis set", "species": ["H", "C", "H", "C", "H", "C", "H", "Cl", "H", "C", "F", "H", "H", "H"], "positions_angstrom": [[1.89615, 1.69188, -0.78793], [1.00997, 1.21386, -1.06482], [-0.31312, -1.00421, 0.96091], [-1.17290, -0.88093, 0.32320], [0.17410, 1.88234, -0.95508], [-0.51105, -0.83034, -1.10162], [2.92962, 1.51982, 1.06442], [1.90803, 1.61726, 1.90157], [-0.22994, -1.81887, -1.40751], [0.74353, -0.06379, -1.03488], [1.74828, -0.97879, -0.74151], [-1.12176, -0.32435, -1.98593], [-1.82992, -1.70031, 0.33698], [-1.71035, -0.01141, 0.68756]], "smiles": "C=C(F)CC.Cl", "charge": 0, "fmax_ev_per_a": 3.402, "de_lowest_kj_mol": 156.4, "homo_lumo_gap_ev": 10.36, "lumo_ha": 0.02864}

No. 3
{"formula": "C29H29ClPSn", "method": "ωB97M-V with the def2-TZVPD basis set", "species": ["C", "C", "C", "H", "H", "H", "H", "H", "H", "C", "H", "H", "H", "C", "H", "H", "H", "H", "C", "H", "C", "C", "C", "Cl", "C", "H", "H", "Sn", "C", "H", "C", "C", "C", "H", "C", "H", "C", "C", "H", "C", "C", "H", "C", "C", "H", "H", "H", "H", "C", "C", "C", "C", "H", "C", "H", "C", "H", "H", "P", "C", "C"], "positions_angstrom": [[-0.03742, 0.52722, 4.15991], [0.21036, 0.06783, 3.01293], [3.33152, -2.29955, -3.81655], [-1.77814, -0.37863, 6.94597], [0.09753, 5.23576, -1.57289], [1.22333, 1.21723, -4.28351], [-0.26068, 3.00378, -0.61646], [-2.35820, 0.03199, 5.30501], [0.83774, -0.43830, 7.34737], [3.61913, -1.57654, -2.65626], [4.11532, -2.86728, -4.31811], [1.90953, -0.08509, 5.97528], [-4.34455, 1.18435, -3.80550], [-0.95194, -2.20172, 0.83615], [-1.33189, -2.29895, -1.93085], [-2.09976, 1.82603, -2.98109], [0.98971, 5.51625, -3.87500], [0.76166, 2.21004, 5.68939], [0.84148, 4.51850, -3.46599], [-1.46527, -1.48294, 5.57691], [-1.53830, -0.42391, 5.87458], [-3.27874, -1.86851, -2.77010], [-3.69276, 0.42076, -3.39246], [2.44132, 1.47449, 0.84323], [2.03629, -2.27912, -4.33343], [0.89979, -1.54402, 5.95976], [2.27642, -1.73204, 1.74148], [0.10856, 0.94278, 0.90741], [-1.13696, -1.68512, 2.08981], [-0.37929, 1.93902, 7.05525], [0.24262, -1.38947, 2.70022], [-0.20973, 0.30324, 5.58603], [-4.13125, -0.90169, -3.30954], [-1.75472, -2.55818, 0.18198], [0.93069, -0.48665, 6.25444], [-2.08434, -1.51273, 2.67147], [-0.21171, 1.78494, 5.98814], [0.95498, 2.10275, -3.70135], [0.88214, -2.75336, -0.35563], [2.62785, -0.83711, -2.01589], [0.47261, -2.24967, 0.51649], [1.54474, 3.48883, -5.22378], [1.32167, -0.80491, -2.54814], [0.11804, 3.09767, -1.64714], [-5.12466, -1.17605, -3.66567], [-3.61726, -2.89643, -2.67878], [-1.00163, 2.28335, 5.40295], [0.45759, -2.03268, 3.53696], [-2.42199, 0.78305, -2.94844], [1.19580, -1.68892, 1.54746], [0.33478, 4.36417, -2.17536], [0.41388, 1.95458, -2.41797], [2.84150, -0.26960, -1.10441], [-1.54692, -0.19843, -2.44485], [0.01932, -1.53169, -4.12205], [-1.99209, -1.53236, -2.34834], [4.62794, -1.58445, -2.25293], [1.80119, -2.83091, -5.23910], [0.08259, 0.27204, -1.75965], [1.02975, -1.53937, -3.71014], [1.15080, 3.38577, -4.21920]], "charge": 1, "fmax_ev_per_a": 5.059, "de_lowest_kj_mol": 0.0, "homo_lumo_gap_ev": [6.28, 6.27], "lumo_ha": [-0.15435, -0.15459]}